Density functional theory data (ωB97M-V/def2-TZVPD) for C55H50Cl5N2O3P2RuS as an isolated structure at a distorted geometry.

Properties
Orbital gap (alpha / beta) ... 5.551 / 5.600 eV
Highest occupied orbital energy (alpha / beta) ... -9.24 / -9.26 eV
Largest force on an atom ... 3.8 eV Å⁻¹
Charge ... +1
LUMO level (alpha / beta) ... -3.7 / -3.7 eV
Calculated total energy ... -161570.847 eV

```
119
Properties=species:S:1:pos:R:3:lowdin_charge:R:1
Ru -0.66 0.36 0.17 0.984
C -8.41 0.26 -3.25 -0.043
C -7.02 0.60 -2.79 -0.258
C -6.37 -0.17 -1.83 -0.019
C -5.09 0.15 -1.41 -0.031
C -4.46 1.26 -1.95 -0.290
C -5.09 2.04 -2.92 -0.055
C -6.36 1.70 -3.33 -0.025
S -2.84 1.72 -1.43 0.596
O -2.86 1.96 0.00 -0.370
O -2.38 2.77 -2.29 -0.287
N -1.87 0.42 -1.54 -0.262
C -1.66 -0.22 -2.73 -0.291
C -2.28 0.06 -3.94 -0.005
C -2.06 -0.76 -5.06 -0.058
C -1.25 -1.85 -5.00 -0.045
C -0.59 -2.15 -3.79 -0.153
C 0.23 -3.29 -3.62 0.010
C 0.78 -3.54 -2.40 -0.039
C 0.57 -2.63 -1.36 -0.217
N -0.12 -1.53 -1.48 0.058
C -0.75 -1.31 -2.67 -0.195
H -8.86 -0.52 -2.63 0.077
H -8.39 -0.08 -4.28 0.088
H -9.06 1.14 -3.21 0.085
H -6.87 -1.04 -1.41 0.116
H -4.58 -0.45 -0.66 0.105
H -4.56 2.89 -3.33 0.115
H -6.86 2.31 -4.08 0.120
H -2.92 0.92 -4.02 0.093
H -2.57 -0.51 -5.99 0.112
H -1.10 -2.49 -5.86 0.113
H 0.38 -3.96 -4.46 0.125
H 1.38 -4.42 -2.23 0.111
H 0.96 -2.85 -0.38 0.069
O 1.58 -0.66 2.27 -0.247
C 0.95 0.36 1.53 -0.208
C 1.40 1.63 2.07 -0.317
C 2.08 1.77 3.29 -0.025
C 2.46 3.01 3.75 -0.043
C 2.17 4.16 3.01 -0.030
C 1.53 4.03 1.79 -0.062
C 1.15 2.79 1.32 -0.316
P 0.38 2.49 -0.30 1.055
C -0.46 4.09 -0.53 -0.371
C -0.29 4.85 -1.69 -0.080
C -1.02 6.02 -1.85 -0.066
C -1.91 6.43 -0.87 -0.067
C -2.05 5.69 0.29 -0.058
C -1.33 4.53 0.47 -0.114
C 1.75 2.56 -1.50 -0.355
C 2.93 3.27 -1.29 -0.077
C 3.87 3.35 -2.30 -0.073
C 3.63 2.74 -3.53 -0.074
C 2.47 2.02 -3.73 -0.066
C 1.53 1.91 -2.71 -0.090
H 2.27 0.90 3.89 0.082
H 2.99 3.10 4.69 0.115
H 2.45 5.13 3.39 0.117
H 1.33 4.92 1.19 0.120
H 0.38 4.52 -2.46 0.108
H -0.90 6.60 -2.76 0.108
H -2.49 7.33 -1.02 0.107
H -2.74 6.01 1.06 0.111
H -1.44 3.95 1.37 0.086
H 3.11 3.75 -0.34 0.100
H 4.78 3.91 -2.14 0.107
H 4.36 2.83 -4.32 0.108
H 2.28 1.54 -4.69 0.110
H 0.62 1.34 -2.86 0.093
C 2.33 -1.90 4.76 -0.051
C 3.45 -2.02 3.72 -0.590
C 4.54 -0.98 4.01 -0.061
C 4.07 -3.42 3.79 -0.061
P 2.65 -1.81 2.06 1.092
C 1.66 -3.29 1.82 -0.293
C 0.33 -3.21 2.23 -0.070
C -0.48 -4.34 2.16 -0.051
C 0.04 -5.54 1.68 -0.036
C 1.37 -5.62 1.30 -0.051
C 2.18 -4.50 1.37 -0.088
C 3.79 -1.37 0.65 -0.569
C 4.35 0.04 0.87 -0.045
C 2.95 -1.37 -0.64 -0.066
C 4.95 -2.36 0.51 -0.054
H 2.73 -2.16 5.74 0.104
H 1.51 -2.59 4.54 0.083
H 1.92 -0.89 4.81 0.077
H 4.82 -1.05 5.06 0.102
H 4.21 0.04 3.82 0.065
H 5.44 -1.16 3.42 0.079
H 4.55 -3.53 4.77 0.103
H 4.83 -3.58 3.03 0.077
H 3.32 -4.20 3.70 0.082
H -0.09 -2.28 2.58 0.104
H -1.51 -4.27 2.47 0.113
H -0.60 -6.41 1.62 0.119
H 1.78 -6.55 0.94 0.116
H 3.22 -4.58 1.07 0.095
H 3.57 0.78 1.05 0.070
H 4.87 0.34 -0.04 0.102
H 5.06 0.09 1.69 0.071
H 1.96 -0.92 -0.51 0.043
H 2.82 -2.38 -1.02 0.076
H 3.47 -0.78 -1.40 0.108
H 5.65 -2.29 1.34 0.078
H 5.49 -2.10 -0.40 0.106
H 4.62 -3.39 0.41 0.067
Cl -1.65 1.34 2.71 0.789
C -2.50 -0.12 2.33 -0.676
C -2.02 -0.86 1.24 -0.279
C -2.81 -1.98 0.93 -0.695
Cl -2.46 -2.99 -0.42 0.756
C -3.95 -2.33 1.67 -0.726
Cl -4.89 -3.70 1.23 0.681
C -4.34 -1.58 2.77 -0.716
Cl -5.71 -2.02 3.70 0.702
C -3.61 -0.44 3.09 -0.710
Cl -4.10 0.56 4.40 0.704
```